No. 1
{
  "formula": "C48H51N6OSSnTe",
  "method": "the ωB97M-V functional and the def2-TZVPD basis",
  "e_lumo_ev": [0.340, 0.340],
  "e_above_lowest_kcal_mol": 99.7,
  "homo_lumo_gap_ev": [3.81, 6.89],
  "homo_ev": [-3.470, -6.546],
  "multiplicity": 2,
  "elements": ["Sn", "C", "C", "C", "C", "C", "C", "C", "N", "N", "C", "C", "C", "C", "C", "C", "N", "C", "C", "C", "C", "C", "C", "N", "H", "H", "H", "H", "H", "H", "H", "H", "H", "H", "H", "H", "H", "H", "H", "H", "H", "H", "H", "H", "S", "C", "C", "C", "C", "C", "C", "C", "C", "C", "N", "H", "H", "H", "H", "H", "H", "C", "C", "O", "N", "Te", "C", "C", "C", "C", "C", "C", "C", "C", "C", "C", "C", "C", "C", "C", "C", "C", "C", "C", "H", "H", "H", "H", "H", "H", "H", "H", "H", "H", "H", "H", "H", "H", "H", "H", "H", "H", "H", "H", "H", "H", "H", "H", "H"],
  "coordinates": [[-0.2653, 0.9171, -2.2411], [2.5359, 3.5360, -1.0621], [3.9547, 3.0763, -1.4465], [4.2331, 2.4889, -2.8039], [5.5080, 2.6350, -3.3524], [5.8065, 2.0183, -4.5537], [4.8241, 1.2537, -5.1688], [3.5874, 1.1804, -4.5552], [3.2958, 1.7897, -3.4117], [1.4751, 2.5931, -0.6036], [0.3243, 3.4216, -0.2183], [-0.3350, 4.1033, -1.3867], [-0.6393, 5.4513, -1.3744], [-1.2392, 6.0279, -2.4856], [-1.5222, 5.2115, -3.5742], [-1.2200, 3.8693, -3.4976], [-0.6338, 3.3163, -2.4335], [1.9125, 1.8050, 0.5377], [1.1123, 0.5605, 0.8397], [1.4168, -0.0426, 2.1781], [-0.2427, -1.3631, 2.5999], [-1.1783, -1.4028, 1.3635], [-0.3096, -1.2271, 0.1079], [0.2634, 0.1015, -0.0011], [2.1218, 4.0843, -1.9092], [2.6823, 4.2520, -0.2353], [4.3222, 2.3559, -0.7108], [4.5927, 3.9568, -1.3517], [6.2575, 3.2218, -2.8351], [6.7890, 2.1242, -4.9950], [5.0163, 0.7374, -6.0990], [2.7778, 0.5926, -4.9800], [0.6404, 4.1636, 0.5321], [-0.4236, 2.7687, 0.2418], [-0.4028, 6.0514, -0.5051], [-1.4861, 7.0801, -2.5020], [-1.9801, 5.6184, -4.4647], [-1.4458, 3.1830, -4.3071], [1.9621, 2.4129, 1.4579], [2.9191, 1.4389, 0.3292], [2.3380, 0.3615, 2.6008], [-0.6150, -2.0189, 3.3867], [-1.7985, -0.5076, 1.3808], [-0.9033, -1.3892, -0.7957], [-4.9326, 0.5919, -1.2606], [-4.2094, 1.4367, 0.0571], [-2.8664, 1.6012, -0.1240], [-2.3456, 1.0503, -1.3306], [-3.3790, 0.4857, -2.0782], [-3.2646, -0.0158, -3.4020], [-4.3443, -0.5600, -4.1380], [-4.1571, -0.9474, -5.4382], [-2.8761, -0.8004, -6.0191], [-1.8663, -0.2849, -5.2374], [-2.0199, 0.1029, -3.9703], [-4.8291, 1.7723, 0.8748], [-2.2727, 2.1525, 0.5990], [-5.3131, -0.6596, -3.6648], [-4.9773, -1.3570, -6.0142], [-2.6898, -1.0792, -7.0472], [-0.8673, -0.1559, -5.6490], [4.8416, -1.2108, -1.5933], [3.7365, -1.7404, -0.7183], [3.9807, -2.6344, 0.1469], [2.5171, -1.2464, -0.8658], [1.4524, -2.4720, 0.2928], [-2.1897, -2.5511, 1.5226], [-2.1573, -3.8605, 1.0157], [-1.3427, -4.3785, -0.1468], [-2.9991, -4.8337, 1.5657], [-3.9374, -4.5565, 2.5353], [-4.8026, -5.6202, 3.1500], [-4.0873, -3.2237, 2.8948], [-3.2446, -2.2368, 2.4120], [-3.5127, -0.8288, 2.8814], [1.2639, -1.5871, 2.2427], [0.1481, 0.0682, 3.1079], [-0.7731, 1.2509, 2.8351], [0.5328, 0.1018, 4.5563], [1.3785, -0.7111, 5.1984], [1.6648, -0.5016, 6.6621], [2.0594, -1.8547, 4.6030], [2.0363, -2.2864, 3.3355], [2.7251, -3.5729, 2.9827], [5.6815, -1.9000, -1.5702], [5.1751, -0.2437, -1.2149], [4.4800, -1.0764, -2.6112], [-1.0407, -3.6073, -0.8449], [-1.9575, -5.0827, -0.7068], [-0.4684, -4.9343, 0.1972], [-2.8974, -5.8508, 1.2006], [-4.4672, -6.6183, 2.8722], [-5.8399, -5.5059, 2.8295], [-4.7849, -5.5390, 4.2375], [-4.8749, -2.9486, 3.5877], [-4.4671, -0.7953, 3.4037], [-3.5697, -0.1298, 2.0441], [-2.7395, -0.4841, 3.5721], [-1.1184, 1.2807, 1.8074], [-0.2310, 2.1790, 3.0376], [-1.6416, 1.2133, 3.4924], [0.0849, 0.9126, 5.1224], [1.0580, 0.2993, 7.0805], [2.7174, -0.2473, 6.8078], [1.4703, -1.4165, 7.2252], [2.6451, -2.4406, 5.3047], [3.1960, -4.0226, 3.8550], [3.4873, -3.4130, 2.2168], [1.9939, -4.2846, 2.5843]],
  "lowdin_spin": [0.044, 0.000, 0.000, 0.000, 0.000, 0.000, 0.000, 0.000, 0.000, 0.001, 0.001, 0.006, 0.001, 0.005, 0.001, 0.008, 0.018, 0.000, 0.002, 0.000, 0.000, 0.001, 0.008, 0.005, 0.000, 0.000, 0.000, 0.000, 0.000, 0.000, 0.000, 0.000, 0.000, 0.000, 0.000, 0.000, 0.000, 0.003, 0.000, 0.000, 0.000, 0.000, 0.000, 0.005, 0.089, 0.097, -0.002, 0.114, 0.064, 0.153, 0.024, 0.081, 0.093, 0.023, 0.135, 0.005, -0.003, 0.001, 0.005, 0.006, -0.002, 0.000, 0.000, 0.000, 0.000, 0.002, 0.000, 0.000, 0.000, 0.000, 0.000, 0.000, 0.000, 0.000, 0.001, 0.000, 0.000, 0.000, 0.000, 0.000, 0.000, 0.000, 0.000, 0.000, 0.000, 0.000, 0.000, 0.000, 0.000, 0.000, 0.000, 0.000, 0.000, 0.000, 0.000, 0.000, 0.001, 0.000, 0.000, 0.000, 0.000, 0.000, 0.000, 0.000, 0.000, 0.000, 0.000, 0.000, 0.000]
}

No. 2
{
  "formula": "C48H53BiF5NO4PSSe2",
  "method": "the ωB97M-V functional and the def2-TZVPD basis",
  "e_lumo_ev": 1.922,
  "total_charge": -1,
  "homo_lumo_gap_ev": 7.15,
  "homo_ev": -5.227,
  "elements": ["Bi", "S", "C", "C", "C", "C", "C", "C", "N", "C", "C", "C", "C", "C", "C", "C", "H", "H", "H", "H", "H", "H", "H", "H", "C", "C", "C", "C", "C", "C", "C", "C", "C", "C", "C", "C", "C", "C", "C", "C", "C", "C", "C", "C", "C", "P", "C", "C", "C", "C", "C", "C", "C", "C", "H", "H", "H", "H", "H", "H", "H", "H", "H", "H", "H", "H", "H", "H", "H", "H", "H", "H", "H", "H", "H", "H", "H", "H", "H", "H", "H", "H", "H", "H", "H", "H", "H", "H", "H", "H", "H", "H", "H", "H", "H", "H", "H", "H", "H", "O", "Se", "O", "O", "O", "F", "C", "C", "F", "C", "F", "C", "Se", "C", "F", "C", "F"],
  "coordinates": [[1.0970, -0.6137, -0.4815], [-0.2006, -5.0150, 1.1383], [-1.4835, -4.6169, 0.0334], [-2.5491, -5.4018, -0.3688], [-3.4425, -4.8671, -1.2786], [-3.2651, -3.5767, -1.7763], [-2.2236, -2.7794, -1.3527], [-1.3281, -3.2891, -0.4192], [-0.2767, -2.6379, 0.1516], [0.4141, -3.3851, 0.9448], [1.5369, -2.8851, 1.6917], [2.0819, -3.5830, 2.7681], [3.0322, -2.9771, 3.5626], [3.4550, -1.6880, 3.2723], [2.9564, -1.0226, 2.1625], [1.9990, -1.6126, 1.3522], [-2.6788, -6.3963, 0.0325], [-4.2793, -5.4674, -1.6099], [-3.9523, -3.1969, -2.5153], [-2.0639, -1.7933, -1.7500], [1.7429, -4.5868, 2.9807], [3.4307, -3.5057, 4.4157], [4.1808, -1.2036, 3.9080], [3.3084, -0.0262, 1.9354], [-1.3294, -3.8941, 4.3026], [-2.3684, -3.3591, 3.3201], [-3.7249, -3.2867, 4.0399], [-2.0323, -1.9966, 2.7440], [-0.9799, -1.2139, 3.1776], [-0.7969, 0.1126, 2.7812], [0.3140, 0.7930, 3.5712], [0.9453, 2.0532, 2.9967], [-0.1900, 1.0824, 4.9933], [-1.6916, 0.6878, 1.8626], [-2.7625, -0.1054, 1.4162], [-2.8911, -1.4233, 1.8203], [-3.9162, 0.5072, 0.6651], [-5.0631, 0.7582, 1.6528], [-4.4237, -0.3497, -0.4908], [-1.7149, 2.1724, 1.6286], [-2.2437, 2.8433, 2.7370], [-2.2860, 4.2190, 2.8373], [-1.7692, 4.9781, 1.8042], [-1.2927, 4.3377, 0.6783], [-1.2850, 2.9505, 0.5309], [-0.8055, 2.2545, -1.1522], [-2.0861, 3.1374, -2.3087], [-1.6901, 2.7502, -3.7346], [-3.4255, 2.4614, -2.0268], [-2.3598, 4.6410, -2.2321], [0.8837, 3.1374, -1.5602], [1.5414, 2.2702, -2.6384], [1.7509, 3.0771, -0.3034], [0.9278, 4.5753, -2.0869], [-1.5661, -4.9228, 4.5692], [-1.3328, -3.2983, 5.2130], [-0.3299, -3.8746, 3.8784], [-2.4689, -4.0677, 2.4878], [-3.6574, -2.6213, 4.8994], [-4.0178, -4.2756, 4.3906], [-4.5037, -2.9119, 3.3798], [-0.2826, -1.6146, 3.8981], [1.1147, 0.0477, 3.6639], [0.2954, 2.9146, 3.1112], [1.1748, 1.9209, 1.9475], [1.8747, 2.2622, 3.5240], [-0.9636, 1.8447, 4.9787], [0.6301, 1.4453, 5.6095], [-0.5937, 0.1828, 5.4529], [-3.7178, -2.0076, 1.4439], [-3.5846, 1.4679, 0.2772], [-5.4224, -0.1844, 2.0625], [-5.8934, 1.2488, 1.1478], [-4.7409, 1.3924, 2.4766], [-4.8353, -1.2891, -0.1279], [-3.6169, -0.5725, -1.1807], [-5.2087, 0.1784, -1.0315], [-2.6227, 2.2474, 3.5567], [-2.6859, 4.6887, 3.7264], [-1.7475, 6.0571, 1.8682], [-0.8972, 4.9396, -0.1200], [-1.4426, 1.6920, -3.7776], [-0.8464, 3.3266, -4.1014], [-2.5265, 2.9290, -4.4114], [-3.3073, 1.3850, -2.0506], [-4.1545, 2.7406, -2.7879], [-3.8225, 2.7811, -1.0653], [-1.4918, 5.2586, -2.4216], [-2.7851, 4.9169, -1.2701], [-3.1010, 4.8794, -2.9973], [1.5815, 1.2243, -2.3563], [2.5639, 2.6056, -2.8205], [0.9999, 2.3062, -3.5769], [1.8784, 2.0452, 0.0242], [1.3141, 3.6562, 0.5096], [2.7437, 3.4782, -0.5121], [0.3940, 4.6768, -3.0269], [1.9713, 4.8275, -2.2865], [0.5528, 5.3022, -1.3711], [-0.8094, -2.4251, -4.0357], [0.0751, -1.3414, -3.2992], [-0.8167, -0.2504, -2.5018], [0.9766, -2.1102, -2.0022], [1.1199, -0.6402, -4.2493], [7.4186, 3.4837, -2.8874], [6.5211, 2.5364, -2.5626], [5.9226, 2.5295, -1.3073], [6.2725, 3.4587, -0.3961], [5.0010, 1.5441, -0.9828], [4.4787, 1.5423, 0.2578], [4.6411, 0.5306, -1.8724], [3.5528, -1.0058, -1.4800], [5.2587, 0.5721, -3.1321], [4.9818, -0.3869, -4.0091], [6.1806, 1.5446, -3.4808], [6.7742, 1.5309, -4.6858]],
  "mulliken_charge": [1.055, -0.474, 0.907, -0.369, -0.797, -0.999, 0.466, -0.823, 0.781, 0.998, -0.228, -0.424, -1.086, -0.642, -1.092, 0.621, 0.461, 0.405, 0.511, -0.060, 0.537, 0.385, 0.459, 0.577, -1.835, 0.536, -1.567, 0.154, -0.282, 0.755, 0.730, -1.857, -1.605, 0.550, 1.277, -0.396, 1.717, -1.685, -1.240, -0.771, -0.275, -1.509, -1.114, -0.376, 0.859, 1.068, 2.569, -2.100, -2.050, -2.168, 2.226, -1.197, -1.361, -2.157, 0.430, 0.331, 0.330, -0.112, 0.341, 0.460, 0.334, 0.535, -0.141, 0.483, -0.148, 0.604, 0.328, 0.460, 0.282, 0.513, -1.642, 0.314, 0.455, 0.296, 0.471, -0.299, 0.512, 0.887, 0.373, 0.433, 0.368, 0.268, 0.284, 0.573, 0.039, 0.705, 0.428, 0.243, 0.419, 0.585, -0.270, 0.505, 0.313, -0.198, 0.280, 0.593, 0.324, 0.540, 0.329, -0.762, 0.972, -0.490, -0.756, -0.717, -0.324, 0.679, -0.024, -0.346, 0.410, -0.300, -0.288, -0.203, 0.378, -0.311, 0.181, -0.319]
}

Table of maximum force (eV/A), in record order: 1.49, 1.91
Table of E (eV), in record order: -85547.512, -230560.271